10
Properties=species:S:1:pos:R:3:forces:R:3:nbo_charge:R:1 method="wB97M-V/def2-TZVPD" max_force_ev_per_a=0.55 smiles="C#CCOC=O" multiplicity=1 homo_energy_ev=-10.3939 e_above_lowest_kj_mol=169.62 orbital_gap_ev=11.18
O -2.472426 -0.453225 1.517393 0.481 -0.007 -0.264 -0.545
C -1.414949 -0.292353 0.979025 -0.346 0.076 0.257 0.636
O -1.283394 0.572668 -0.049257 -0.118 -0.068 -0.041 -0.496
C 0.009900 0.901891 -0.564299 0.209 0.116 -0.074 -0.145
C 1.021621 -0.151802 -0.406974 0.302 -0.433 0.161 -0.057
C 1.812331 -1.036896 -0.204095 -0.327 0.379 -0.151 -0.206
H -0.482982 -0.810760 1.251512 -0.149 0.067 -0.007 0.123
H -0.140020 1.142713 -1.622043 0.018 -0.177 0.192 0.228
H 0.346717 1.822484 -0.075910 0.030 -0.149 0.009 0.214
H 2.499946 -1.835607 -0.022013 -0.100 0.197 -0.081 0.248